The following is a quantum chemistry calculation of a structure of composition C48H54I2MgN4OTe in a non-equilibrium geometry, from OMol25.

Summary:
Kohn-Sham gap = 3.2523 eV
Relative energy (zero: lowest compared OMol25 entry of this formula, charge and spin) = 9.1 kcal per mole
HOMO = 0.00429 hartree

The geometry in ORCA input format:
```
! RIJCOSX wB97M-V def2-TZVPD def2/J DEFGRID3
* xyz -2 1
Mg -0.24492 0.18084 -0.09084
C 1.59302 0.39418 5.31385
C 1.57675 -0.49600 4.06004
C 0.13052 -0.85303 3.71086
C 2.49558 0.13351 3.00152
C 3.84993 -0.11684 3.22717
C 4.84226 0.46825 2.46963
C 4.48426 1.33605 1.45319
C 3.15375 1.58417 1.15259
C 2.81697 2.56228 0.04967
C 3.80830 2.50828 -1.11447
C 2.75230 3.99050 0.60545
C 2.14325 0.95768 1.91067
N 0.77389 1.18587 1.60501
C 0.18710 2.00323 2.39857
C -1.20675 2.28445 2.55247
C -1.54350 3.10286 3.64650
C -2.83709 3.42615 3.97160
C -3.86700 2.92881 3.15809
C -3.58735 2.13308 2.08265
C -2.24819 1.75232 1.72119
N -2.00109 0.99086 0.65994
C -3.09847 0.58800 -0.13532
C -3.62851 1.38311 -1.17950
C -4.68418 0.85972 -1.93005
C -5.20074 -0.39965 -1.71449
C -4.69156 -1.16900 -0.68317
C -3.67641 -0.68839 0.12655
C -3.19096 -1.53492 1.29482
C -3.36700 -3.03678 1.04875
C -3.91423 -1.18355 2.60285
C -3.23716 2.80617 -1.61331
C -2.75522 2.79996 -3.07125
C -2.20189 3.57562 -0.79447
H 1.01088 -0.06783 6.11629
H 1.15621 1.36995 5.09352
H 2.61416 0.55002 5.66883
H 2.05947 -1.44254 4.32872
H -0.53962 0.00405 3.74607
H -0.23301 -1.59577 4.42683
H 0.08109 -1.28720 2.71907
H 4.13024 -0.79811 4.02500
H 5.88699 0.26038 2.67269
H 5.25860 1.82040 0.87291
H 1.82964 2.28409 -0.33503
H 4.77287 2.95881 -0.85483
H 3.39593 3.05262 -1.96387
H 3.96778 1.47558 -1.42966
H 3.72888 4.30170 0.99339
H 2.01786 4.06831 1.41113
H 2.46037 4.67880 -0.19132
H 0.81557 2.53267 3.12765
H -0.73394 3.47390 4.26840
H -3.05905 4.05039 4.82810
H -4.89762 3.18367 3.38199
H -4.39203 1.76577 1.45978
H -5.11606 1.46796 -2.71782
H -6.00778 -0.77520 -2.33337
H -5.10359 -2.15725 -0.51941
H -2.12918 -1.32257 1.43343
H -4.41883 -3.32625 1.12883
H -2.80862 -3.60304 1.79658
H -3.00276 -3.32176 0.06262
H -4.99780 -1.21643 2.45652
H -3.64437 -0.19605 2.96622
H -3.64614 -1.90861 3.37617
H -4.17545 3.37847 -1.57280
H -1.77281 2.33195 -3.13298
H -2.65146 3.82356 -3.43670
H -3.44480 2.27377 -3.73493
H -1.26740 3.01576 -0.74535
H -2.55198 3.78308 0.21460
H -2.01011 4.53421 -1.28408
I 0.57332 -4.48779 2.27362
C -0.11817 -4.02402 0.33477
C -0.60649 -5.06731 -0.45071
C -1.14229 -4.79898 -1.68277
I -1.83953 -6.45006 -2.82241
C -1.28366 -3.47891 -2.16461
C -1.87292 -3.09578 -3.38162
C -1.99629 -1.75568 -3.67116
C -1.58645 -0.80824 -2.73706
N -1.03196 -1.12783 -1.58573
C -0.83059 -2.43457 -1.31491
C -0.15501 -2.68530 -0.06795
O 0.35170 -1.69870 0.58804
H -0.57035 -6.08037 -0.07596
H -2.24648 -3.84626 -4.06527
H -2.43838 -1.43705 -4.60529
H -1.69009 0.25067 -2.92546
C 4.69343 -1.43308 -2.04977
Te 2.77060 -1.41129 -1.01807
C 3.62916 -2.68961 0.50239
H 5.04341 -2.45084 -2.22392
H 5.44424 -0.90025 -1.46492
H 4.58093 -0.93297 -3.01166
H 4.67683 -2.41628 0.62194
H 3.55499 -3.74610 0.24707
H 3.10126 -2.50831 1.43345
N 0.52587 1.09330 -1.53167
C 0.87045 1.71534 -2.62169
C 1.36658 1.02448 -3.80105
C 1.75629 1.68862 -4.94362
C 1.69476 3.08365 -5.04517
C 1.22856 3.79737 -3.93542
C 0.83265 3.16235 -2.77844
H 1.43702 -0.05961 -3.74646
H 2.13377 1.11630 -5.79011
H 2.00849 3.59421 -5.94962
H 1.18011 4.88489 -3.98054
H 0.49503 3.75016 -1.93046
*
```

These are the Löwdin partial charges, in e, on atoms 1 to 5: 0.38, -0.07, -0.35, -0.08, -0.12

=====

The following is a quantum chemistry calculation of a structure of composition C48H55O4P2S2SiY, from OMol25.

Summary:
Kohn-Sham gap = 8.0905 eV
HOMO = -0.50221 hartree

The geometry in ORCA input format:
```
! RIJCOSX wB97M-V def2-TZVPD def2/J DEFGRID3
* xyz 2 1
Y 0.07139 0.17016 -0.68721
O -0.27646 4.16474 -0.79836
S 0.67626 3.07314 -0.56195
C 1.95759 3.20488 -1.81928
C 1.90286 4.28665 -2.68133
C 2.86138 4.38861 -3.68058
C 3.84486 3.41985 -3.81191
C 3.87724 2.33309 -2.95204
C 2.91948 2.20431 -1.95044
P 2.92923 0.85604 -0.73520
C 4.60511 0.83737 -0.06753
C 5.62109 0.05882 -0.61719
C 6.90211 0.14048 -0.09749
C 7.17203 0.99939 0.95647
C 6.16179 1.78056 1.49970
C 4.87815 1.69950 0.99334
C 2.68649 -0.67717 -1.67908
C 2.06469 -0.68612 -2.93244
C 1.82049 -1.89287 -3.58292
C 2.17895 -3.08822 -2.98546
C 2.75893 -3.08844 -1.72130
C 2.99835 -1.89864 -1.06291
C 1.55437 3.40404 0.96656
C 2.29933 4.57162 1.05390
C 2.91613 4.89706 2.25297
C 2.78267 4.05475 3.34669
C 2.03387 2.89367 3.25176
C 1.39443 2.55294 2.06187
P 0.43793 0.99827 1.97230
C -1.16121 1.33737 2.73787
C -1.53507 2.60936 3.16202
C -2.77846 2.80249 3.74374
C -3.63679 1.72826 3.92088
C -3.26559 0.46040 3.49328
C -2.03984 0.26421 2.88556
C 1.30484 -0.11277 3.11410
C 0.74139 -0.51742 4.31994
C 1.44035 -1.37462 5.15471
C 2.69921 -1.82741 4.79800
C 3.26854 -1.41947 3.59788
C 2.57207 -0.57151 2.75923
H 1.12123 5.02222 -2.56551
H 2.84068 5.22926 -4.35696
H 4.58964 3.51204 -4.58704
H 4.65175 1.58517 -3.05738
H 5.42070 -0.61198 -1.44252
H 7.69012 -0.46477 -0.51940
H 8.17297 1.06058 1.35539
H 6.37518 2.44818 2.32078
H 4.09120 2.30219 1.42600
H 1.84891 0.25219 -3.44555
H 1.37363 -1.88673 -4.56509
H 2.00499 -4.02225 -3.49688
H 3.02278 -4.02285 -1.24918
H 3.44970 -1.91266 -0.07816
H 2.38980 5.22209 0.19767
H 3.49476 5.80339 2.33326
H 3.26187 4.30424 4.28083
H 1.94806 2.24160 4.11125
H -0.86585 3.44975 3.04511
H -3.06790 3.78927 4.07085
H -4.59699 1.87973 4.38675
H -3.93799 -0.37541 3.62188
H -1.77412 -0.72784 2.53128
H -0.23462 -0.16513 4.62095
H 0.99782 -1.68204 6.08948
H 3.23854 -2.49270 5.45332
H 4.25390 -1.76066 3.31814
H 3.03665 -0.24907 1.83358
C -4.38710 0.32197 -2.05981
C -3.33361 0.89748 -1.13272
C -3.95097 1.30054 0.19667
C -2.57931 2.05178 -1.77140
O -2.28219 -0.12108 -0.84534
Si -2.41858 -1.80666 -0.71363
S -0.38033 -2.25764 -0.34805
O -3.41687 -2.05579 0.51141
C -4.03663 -3.25947 1.07103
C -3.82210 -3.15911 2.57395
C -3.40079 -4.52923 0.52752
C -5.50973 -3.19173 0.70521
O -3.02198 -2.44810 -2.06425
C -2.57681 -2.72467 -3.40947
C -3.84635 -2.90959 -4.23045
C -1.74776 -4.00177 -3.38186
C -1.75552 -1.55874 -3.94307
H -5.17310 1.06339 -2.19285
H -4.83886 -0.56859 -1.63524
H -3.98795 0.07880 -3.03697
H -4.73334 2.03695 0.02043
H -3.20911 1.74468 0.85673
H -4.39249 0.43909 0.68966
H -3.25077 2.82528 -2.13810
H -2.00213 1.71137 -2.64382
H -1.93223 2.54442 -1.04439
H -2.75993 -3.11368 2.80902
H -4.24282 -4.02857 3.07091
H -4.31553 -2.27328 2.97111
H -2.34939 -4.58408 0.79737
H -3.49851 -4.57865 -0.55182
H -3.90050 -5.40359 0.94552
H -5.95349 -2.27709 1.09374
H -6.04698 -4.03895 1.12732
H -5.63540 -3.21124 -0.37595
H -4.45285 -3.70678 -3.80847
H -3.59818 -3.17436 -5.25549
H -4.43857 -1.99738 -4.24568
H -2.34560 -4.83124 -3.01312
H -0.87948 -3.88424 -2.73588
H -1.40677 -4.25184 -4.38489
H -2.33599 -0.64128 -3.96527
H -1.43102 -1.77006 -4.96085
H -0.86001 -1.42241 -3.32968
*
```

These are the Löwdin partial charges, in e, on atoms 1 to 5: 1.06, -0.43, 0.84, -0.38, -0.04

=====

The following is a quantum chemistry calculation of a structure of composition C48H56BiN5O7PS3Sb, from OMol25.

Summary:
Kohn-Sham gap = 5.7658 eV
Relative energy (zero: lowest compared OMol25 entry of this formula, charge and spin) = 15.9 kcal per mole
HOMO = -0.06472 hartree

The geometry in ORCA input format:
```
! RIJCOSX wB97M-V def2-TZVPD def2/J DEFGRID3
* xyz -2 1
Bi -0.27274 -0.60394 0.54189
C 3.47602 -3.03154 -0.75070
C 2.00491 -2.69607 -0.66595
O 1.68594 -1.86962 0.24536
C 1.13879 -3.31425 -1.55388
C -0.27818 -3.28557 -1.54133
C -0.92962 -4.33778 -2.41342
N -1.00315 -2.44913 -0.84165
N -2.37318 -2.72528 -0.80567
C -3.02018 -1.81573 -0.14612
O -2.52570 -0.73145 0.33449
C -4.48738 -2.01426 0.05548
C -5.24976 -2.78062 -0.82132
C -6.62133 -2.89096 -0.64553
C -7.24001 -2.24435 0.41820
C -6.47583 -1.49985 1.30821
C -5.10478 -1.37900 1.12904
H 3.86043 -3.21564 0.25400
H 4.01543 -2.17093 -1.15297
H 3.66579 -3.89580 -1.38754
H 1.58341 -4.00979 -2.25445
H -0.61206 -5.32816 -2.08239
H -0.57271 -4.20819 -3.43867
H -2.01139 -4.27986 -2.38534
H -4.74783 -3.28298 -1.63942
H -7.21011 -3.47980 -1.34012
H -8.31241 -2.32735 0.55576
H -6.94828 -1.01545 2.15531
H -4.48115 -0.83795 1.83030
O -2.71472 -1.70076 3.20687
S -1.33303 -1.26150 3.26960
O -0.70736 -1.43679 4.56643
O -1.17186 0.14879 2.75981
O -0.49347 -2.04615 2.21374
S 1.56699 0.57884 -2.09521
C 3.01546 -0.22191 -2.69027
C 2.84483 -1.24416 -3.63220
C 3.93602 -1.92087 -4.14535
C 5.22653 -1.59610 -3.73329
C 5.39716 -0.58502 -2.79902
C 4.30629 0.09687 -2.27499
H 1.83994 -1.51749 -3.93724
H 3.77949 -2.71595 -4.86619
H 6.08174 -2.12598 -4.13582
H 6.39457 -0.32505 -2.45997
H 4.42732 0.88622 -1.54224
O -1.19590 1.41380 -0.96356
P -2.36843 1.89336 -1.72338
N -2.84780 0.89239 -2.97297
C -1.76861 0.05653 -3.54645
C -2.49258 -0.97721 -4.42762
C -3.99313 -0.72287 -4.20671
C -4.04759 0.05399 -2.89775
N -1.98048 3.37676 -2.40942
C -2.65198 3.84563 -3.62790
C -1.53324 4.41222 -4.52769
C -0.24094 3.86034 -3.92074
C -0.57000 3.81056 -2.43573
N -3.71751 2.06272 -0.78283
C -3.50644 2.17594 0.68631
C -4.81416 2.79884 1.20420
C -5.78533 2.70393 0.02430
C -4.85356 2.88849 -1.16639
H -1.20882 -0.44348 -2.75352
H -1.05846 0.67556 -4.09823
H -2.21754 -1.98306 -4.10817
H -2.21936 -0.87504 -5.47869
H -4.57467 -1.64420 -4.15067
H -4.40036 -0.11116 -5.01591
H -4.01108 -0.62439 -2.04531
H -4.95101 0.65614 -2.81050
H -3.40081 4.61311 -3.40482
H -3.16331 3.00884 -4.11032
H -1.52640 5.50399 -4.47110
H -1.67555 4.13701 -5.57397
H 0.62682 4.48438 -4.13742
H -0.02942 2.84967 -4.27778
H -0.48362 4.80969 -1.99167
H 0.05522 3.13177 -1.86056
H -2.64339 2.80437 0.91848
H -3.31368 1.18518 1.09226
H -4.65765 3.84828 1.46426
H -5.17479 2.28435 2.09404
H -6.58269 3.44846 0.05961
H -6.23098 1.70746 -0.02392
H -4.57160 3.94774 -1.27515
H -5.29205 2.56068 -2.11133
S 2.14825 1.72293 -0.48969
Sb 2.30042 -0.02522 3.02372
C 4.11990 -1.06606 2.48584
C 4.75736 -0.54655 1.35612
C 5.95545 -1.07552 0.90222
C 6.54110 -2.14781 1.56457
C 5.91410 -2.68057 2.68062
C 4.71417 -2.14060 3.13710
C 3.43592 1.79587 3.26088
C 3.03231 2.94143 2.58225
C 3.77772 4.11521 2.65704
C 4.93570 4.15471 3.41741
C 5.34692 3.01760 4.10507
C 4.60172 1.85070 4.02540
C 2.30394 -0.43927 5.13903
C 2.33096 -1.73024 5.65959
C 2.34244 -1.95131 7.02991
C 2.30479 -0.87953 7.91060
C 2.22990 0.41125 7.40763
C 2.22956 0.62472 6.03532
H 4.29842 0.27479 0.81113
H 6.42147 -0.66106 0.01523
H 7.47353 -2.56945 1.20663
H 6.35646 -3.51982 3.20624
H 4.25868 -2.57410 4.01764
H 2.13459 2.92495 1.97393
H 3.44995 4.99151 2.11034
H 5.52221 5.06507 3.47255
H 6.25436 3.03908 4.69880
H 4.93545 0.96747 4.56030
H 2.27812 -2.58535 4.99641
H 2.36007 -2.96678 7.40853
H 2.31489 -1.04996 8.98112
H 2.16970 1.25690 8.08357
H 2.17349 1.64254 5.66543
*
```

These are the Löwdin partial charges, in e, on atoms 1 to 5: 1.84, -0.01, -0.48, -0.27, -0.07

=====

The following is a quantum chemistry calculation of a structure of composition C48H58BCrF4N2O4S in a non-equilibrium geometry, from OMol25.

Summary:
Kohn-Sham gap (alpha / beta) = 6.0982 / 6.1078 eV
HOMO (alpha / beta) = -0.08647 / -0.08683 hartree

The geometry in ORCA input format:
```
! RIJCOSX wB97M-V def2-TZVPD def2/J DEFGRID3
* xyz -2 4
Cr -0.26023 0.84585 -0.34957
C 4.09234 0.53203 0.01301
O 2.79718 0.01902 -0.19438
C 2.73619 -1.31840 0.13929
C 2.85601 -2.26444 -0.87313
C 2.66391 -1.84386 -2.30354
C 1.35448 -2.43005 -2.77019
C 1.35378 -3.62495 -3.45635
C 0.18572 -4.25894 -3.87183
C -1.00168 -3.59686 -3.58789
C -1.04813 -2.40223 -2.90068
C -2.39874 -1.78804 -2.61314
C -2.82548 -2.21393 -1.23618
C -3.26005 -3.50783 -0.97458
C -3.54741 -3.92712 0.31621
C -3.34028 -3.03028 1.36120
C -2.92674 -1.72508 1.13859
C -2.73666 -0.76703 2.28613
C -1.44615 -0.95461 3.05768
C -1.47865 -1.12107 4.42842
C -0.32739 -1.15457 5.21580
C 0.88927 -1.07048 4.54795
C 0.96728 -0.89644 3.18041
C 2.29481 -0.66389 2.50444
C 2.63694 -1.71110 1.47335
C 2.89116 -3.03931 1.78190
C 3.20815 -3.97668 0.79819
C 3.10127 -3.58497 -0.52806
C 3.76180 -5.34344 1.19326
C 2.76956 -6.10034 2.08415
C 5.07384 -5.10498 1.95909
C 4.08566 -6.22164 -0.01977
C -0.20526 -0.78098 2.38574
O -0.13775 -0.52651 1.12313
C -0.44753 -1.17593 6.73638
C -1.24017 0.06878 7.17124
C -1.17680 -2.44826 7.19403
C 0.91343 -1.14217 7.44047
C -2.72204 -1.31224 -0.18035
O -2.42643 0.01331 -0.45128
C -3.58647 0.80707 -0.62665
C -4.04733 -5.33165 0.62587
C -5.37664 -5.24849 1.39075
C -2.99058 -6.04190 1.47775
C -4.27947 -6.16529 -0.63580
C 0.13576 -1.76984 -2.41483
O 0.11493 -0.69211 -1.73254
C 0.24747 -5.62180 -4.54485
C 0.94889 -6.60385 -3.59378
C -1.14539 -6.17734 -4.85597
C 1.02867 -5.53298 -5.86417
H 4.29744 0.71834 1.07522
H 4.14188 1.47891 -0.51906
H 4.85985 -0.15651 -0.36991
H 3.48101 -2.20582 -2.93675
H 2.60849 -0.75432 -2.34251
H 2.31596 -4.06835 -3.69053
H -1.94542 -4.00639 -3.91985
H -3.12446 -2.12529 -3.35909
H -2.30820 -0.70363 -2.66789
H -3.36969 -4.17883 -1.81293
H -3.52412 -3.33282 2.38430
H -3.57980 -0.86425 2.97883
H -2.72395 0.25502 1.89543
H -2.45188 -1.19088 4.90128
H 1.81968 -1.09682 5.09938
H 3.08879 -0.58833 3.25459
H 2.20551 0.29452 1.98200
H 2.87145 -3.33503 2.82140
H 3.22999 -4.29131 -1.33196
H 2.53530 -5.52546 2.97566
H 3.18363 -7.06246 2.39345
H 1.84145 -6.27973 1.54404
H 4.89313 -4.52134 2.85655
H 5.77137 -4.55596 1.33023
H 5.53809 -6.04836 2.24562
H 3.18954 -6.44317 -0.59332
H 4.52154 -7.16528 0.30853
H 4.80650 -5.73196 -0.66883
H -2.26072 0.02584 6.80074
H -0.77304 0.96054 6.75955
H -1.27459 0.16190 8.25806
H -2.16834 -2.50719 6.75283
H -1.28005 -2.46851 8.28062
H -0.61224 -3.32727 6.88547
H 1.47725 -0.25967 7.15080
H 1.49745 -2.02798 7.20106
H 0.77414 -1.11614 8.52209
H -4.04174 0.62206 -1.60474
H -3.27811 1.84886 -0.56383
H -4.32175 0.59407 0.16052
H -5.25321 -4.72288 2.33303
H -5.76264 -6.24563 1.60458
H -6.11399 -4.71329 0.79501
H -2.78749 -5.48230 2.38444
H -2.06155 -6.12339 0.91889
H -3.32034 -7.04278 1.75352
H -5.03173 -5.70179 -1.26858
H -4.62750 -7.16114 -0.36354
H -3.35924 -6.27372 -1.20309
H 0.43055 -6.62169 -2.63727
H 1.97613 -6.29993 -3.41458
H 0.95455 -7.61204 -4.00956
H -1.74514 -6.23965 -3.95122
H -1.06511 -7.17864 -5.28032
H -1.66006 -5.54406 -5.57497
H 2.02739 -5.13845 -5.69701
H 0.51497 -4.86927 -6.55773
H 1.11832 -6.51722 -6.32720
N -1.82165 2.68561 1.60250
C -1.15848 2.07732 0.88062
F -0.86004 2.02174 -2.14520
B -1.66533 2.39705 -3.28672
F -2.32569 3.56563 -2.98300
F -0.85981 2.56249 -4.38280
F -2.58649 1.39678 -3.51747
S 2.95242 4.07094 0.44651
C 1.91362 2.91904 0.05973
N 1.17269 2.04563 -0.19738
*
```

These are the Löwdin partial charges, in e, on atoms 1 to 5: 0.92, -0.08, -0.17, -0.20, -0.12